Record 1
Entry from OMol25: 12 unconnected molecules or ions with the total composition C66H132N12O6 at a distorted geometry (ωB97M-V with the def2-TZVPD basis set).

* SMILES: CC1(C)CCCC(C)(C)N1O.CC1(C)CCCC(C)(C)N1O.CC1(C)CCCC(C)(C)N1O.CC1(C)CCCC(C)(C)N1O.CC1(C)CCCC(C)(C)N1O.CC1(C)CCCC(C)(C)N1O.CC#N.CC#N.CC#N.CC#N.CC#N.CC#N
* largest force on an atom: 0.06866 Eh/bohr
* E_tot: -100737.7536 eV
* Kohn-Sham gap: 8.61 eV

Cartesian coordinates (Å):
O -23.3922 -17.6262 8.3896
O -15.5346 -21.4766 13.3940
O -13.1829 -25.0741 6.0362
O -14.3912 -15.9715 9.9352
O -23.5739 -19.8077 9.9455
O -21.7656 -14.4735 15.2392
N -14.3209 -21.4752 17.4362
N -22.8687 -16.3059 8.6177
N -13.7478 -17.7280 15.7798
N -20.8720 -22.6239 14.1134
N -16.7337 -20.9898 12.7978
N -14.8764 -14.6538 9.5835
N -20.8016 -13.6709 14.5411
N -14.4710 -24.4271 6.2145
N -21.7707 -18.3909 12.2342
N -12.0785 -20.0501 13.9659
N -21.1869 -17.8856 17.0466
N -24.4868 -20.8688 10.1442
C -12.1133 -18.9876 13.5365
C -15.2608 -25.2231 3.8596
C -21.5513 -16.2682 8.0255
C -18.3596 -23.4484 14.0072
C -19.8769 -11.7582 12.6376
C -25.8501 -20.1668 8.3931
C -15.3188 -25.1836 7.1427
C -16.3627 -14.6942 9.2961
C -23.1450 -13.8259 8.3781
C -23.4066 -21.4129 12.3022
C -22.6073 -22.6025 10.2390
C -20.6200 -17.4016 8.6798
C -17.5843 -20.0558 14.9343
C -15.2140 -20.4236 10.9065
C -25.4618 -23.6281 10.0137
C -20.2834 -11.3592 14.0912
C -21.4269 -16.5351 6.4979
C -22.0352 -14.3623 12.4166
C -25.0765 -15.3661 9.0661
C -20.9122 -14.8962 8.2293
C -17.1699 -19.7276 13.5098
C -14.0133 -22.1029 16.5525
C -24.0694 -17.3520 11.8682
C -14.6506 -25.0468 8.5919
C -18.4455 -19.3676 12.7057
C -21.9125 -18.5875 16.4812
C -14.0356 -17.9709 16.8693
C -12.1061 -17.7063 12.9488
C -16.3428 -23.3422 5.1345
C -16.1481 -18.6035 13.6090
C -21.3203 -12.2843 14.7939
C -14.2994 -13.7404 10.5466
C -21.8097 -13.7887 7.7084
C -16.5855 -15.4249 7.9568
C -12.7896 -13.9020 10.3343
C -24.1457 -15.3905 6.6798
C -17.3300 -24.2475 5.9023
C -24.9173 -22.9677 11.2115
C -18.1770 -19.3683 11.2420
C -23.9343 -21.6196 7.7500
C -22.7113 -19.6461 15.8182
C -15.0140 -24.0647 4.8603
C -16.5178 -21.1701 11.3176
C -26.0129 -22.5782 9.0626
C -22.8360 -18.0262 12.0148
C -19.7606 -23.0115 14.0949
C -14.5394 -18.2400 18.2052
C -14.6230 -14.0850 12.0397
C -15.4601 -26.6562 6.7922
C -23.7978 -15.3013 8.1503
C -16.6972 -24.4534 7.2643
C -16.7191 -13.1802 9.1010
C -17.2510 -15.3921 10.3386
C -16.2589 -22.6712 11.0703
C -19.6431 -13.2486 12.5550
C -16.2443 -12.2667 10.3092
C -20.6594 -14.1739 13.1389
C -14.7791 -12.3199 10.3446
C -17.7630 -20.6857 10.5957
C -22.6119 -11.9893 14.1790
C -21.4415 -11.9935 16.2783
C -20.0145 -15.6009 13.2156
C -13.5464 -22.9278 15.4347
C -14.0840 -23.0696 4.1654
C -23.8227 -21.9263 10.9125
C -25.0389 -21.3554 8.8486
H -12.2793 -17.7560 11.8776
H -26.3086 -20.4620 7.4068
H -22.9138 -10.9655 14.4427
H -22.7500 -14.8898 13.0877
H -17.1262 -23.2746 11.3603
H -26.6609 -19.8364 9.1277
H -19.2163 -15.7863 13.9798
H -20.6703 -10.3660 14.1212
H -16.1072 -22.7973 9.9917
H -23.3715 -12.6923 14.4842
H -18.3915 -20.8401 15.0427
H -14.1594 -19.2131 18.5330
H -24.0988 -20.6901 12.7241
H -12.2618 -13.0207 10.7937
H -23.1383 -20.2664 16.6392
H -15.6237 -18.2313 18.1240
H -22.3751 -21.0457 12.3250
H -20.7481 -16.4222 13.3466
H -14.4044 -24.0293 8.8304
H -20.9344 -18.3633 8.2855
H -15.6929 -13.8945 12.1830
H -16.6371 -11.3016 10.2516
H -19.2120 -20.0945 12.9533
H -14.2689 -25.5789 3.6218
H -19.4293 -13.5394 11.5258
H -14.6688 -20.8694 10.0950
H -24.1039 -16.8850 10.8542
H -16.1638 -22.5138 5.8265
H -20.7571 -14.7103 9.3132
H -16.1368 -26.8816 5.9988
H -24.4479 -21.5780 6.7629
H -12.8031 -16.9947 13.5095
H -18.6260 -21.3510 10.5701
H -23.4390 -14.9338 6.0128
H -19.5729 -17.2397 8.4697
H -24.8815 -18.0977 11.8735
H -17.3514 -18.7372 11.1145
H -25.8211 -14.5518 8.9202
H -15.8220 -26.1494 4.0640
H -14.5239 -20.3394 11.6782
H -18.3032 -15.3479 9.9024
H -24.2115 -16.5011 12.5330
H -13.8025 -16.1405 9.1320
H -21.1902 -15.2084 15.5825
H -26.1563 -24.4029 10.2759
H -11.1422 -17.3013 13.0860
H -15.4014 -25.4887 9.3104
H -13.3451 -22.3211 14.5924
H -14.4679 -15.1207 12.2646
H -18.3502 -23.7910 6.0229
H -22.8670 -23.4348 9.6042
H -17.8678 -22.8457 13.2464
H -23.4077 -22.2591 13.0144
H -19.6451 -15.7675 12.1399
H -22.1053 -21.9349 9.4716
H -16.9192 -16.4298 10.4396
H -23.3917 -22.5521 7.7518
H -15.2933 -18.7831 14.2792
H -17.6424 -15.3350 7.6921
H -16.7006 -20.4093 15.5420
H -16.6883 -12.6101 11.2522
H -15.9378 -14.8995 7.2400
H -20.5822 -12.2711 16.8726
H -15.3454 -19.3860 10.5356
H -21.9488 -17.3890 6.0705
H -25.1307 -19.3411 8.1499
H -26.9826 -22.0311 9.4064
H -19.8759 -14.9139 7.8590
H -15.8947 -27.2769 7.5811
H -21.6198 -10.9458 16.5070
H -14.0180 -13.4422 12.7242
H -17.3924 -25.1982 5.4273
H -15.8107 -18.3078 12.5875
H -14.2190 -23.7376 15.1196
H -17.8182 -13.1471 9.1570
H -15.0474 -20.6951 13.5896
H -17.3860 -25.0891 7.7141
H -22.6158 -11.9171 13.0910
H -12.6793 -24.5464 6.6593
H -21.3107 -12.8419 7.8336
H -15.2732 -22.9078 11.4688
H -13.1347 -23.5807 3.9053
H -22.7745 -20.2471 9.6995
H -21.7137 -15.6645 5.8591
H -16.5198 -17.6799 14.1656
H -21.9707 -13.9139 6.6209
H -14.6155 -22.6741 3.2581
H -17.9981 -19.1762 15.4209
H -16.6771 -23.5326 7.8522
H -12.6086 -23.3876 15.8471
H -24.4842 -23.7147 11.9427
H -17.8226 -23.1936 14.9501
H -23.3865 -18.0794 9.2157
H -20.7925 -17.4362 9.7435
H -18.3185 -24.5538 13.7480
H -15.7366 -24.8721 2.9058
H -25.6934 -22.4493 11.8533
H -25.0937 -14.8284 6.5738
H -18.7191 -13.5211 13.0945
H -23.1984 -20.7603 7.6530
H -22.4507 -13.3833 12.0803
H -24.6745 -24.2332 9.5382
H -24.2468 -16.4477 6.2618
H -18.8358 -18.3769 12.9177
H -23.9524 -13.2396 7.9940
H -16.7694 -23.0443 4.1960
H -17.3361 -14.9193 11.3496
H -21.8853 -22.8940 11.0032
H -21.8661 -15.0031 11.5283
H -17.4923 -20.4513 9.5874
H -13.8438 -22.1563 4.7697
H -20.4108 -16.8407 6.3583
H -14.4441 -11.8830 9.4333
H -16.4481 -16.4661 7.9579
H -14.4559 -26.9955 6.4352
H -23.0211 -13.7595 9.4699
H -25.6011 -16.3250 8.9706
H -12.4097 -14.7391 10.9223
H -23.4920 -19.1068 15.3028
H -14.2210 -17.3845 18.8583
H -13.6354 -25.6298 8.5251
H -24.7153 -15.2888 10.1161
H -16.2708 -12.8687 8.1362
H -22.1472 -20.2018 15.0262
H -19.0130 -11.2710 12.2003
H -19.0927 -18.9602 10.7500
H -12.5751 -13.8848 9.2965
H -19.3804 -11.3846 14.6528
H -14.2752 -11.6776 11.0639
H -20.6309 -11.3972 11.8894
H -22.2730 -12.5841 16.6213
H -26.0753 -23.0781 8.1133

---

Record 2
Entry from OMol25: 13 unconnected molecules or ions with the total composition C66H144F10N15O22P2S10 at a distorted geometry (ωB97M-V with the def2-TZVPD basis set).

* largest force on an atom: 0.25646 Eh/bohr
* E_tot: -292243.1737 eV
* Kohn-Sham gap: 8.61 eV
* total charge: +3

Cartesian coordinates (Å):
S -3.0864 -7.6604 0.3020
S 5.2312 0.6292 -2.3888
S 6.5792 2.1231 -1.1877
S 1.2762 -2.3228 -7.9361
S -3.4277 -6.6366 -1.7020
S -0.1235 -1.8755 -6.3125
S -0.9653 4.6188 -1.2114
S 4.4518 -4.4981 3.1781
S 2.8680 -2.9236 3.5780
S -2.2943 3.4804 0.2721
P 1.6012 5.8578 3.9818
P -5.0836 -1.1726 2.2562
F 5.2052 -0.8077 -3.1626
F 8.0189 2.7599 -1.6125
F 1.1267 -3.2222 -9.3431
F -2.3954 1.8999 0.6746
F -1.5804 -2.3011 -5.7580
F 1.4592 -2.7291 4.4065
F 4.3595 -6.1171 3.0325
F -2.8102 -7.1142 -3.1061
F -2.0535 -8.7432 1.0204
F -0.2819 4.4908 -2.7065
O 5.5083 -4.4134 4.1817
O 3.7925 -2.1250 4.3759
O 4.2993 0.3158 -1.2617
O 2.5022 -2.4114 2.2300
O -3.0555 -5.2337 -1.7449
O -0.0131 -6.7389 -1.7804
O 4.7962 -4.1231 1.7783
O 2.4063 -2.9132 -7.2451
O -0.4474 0.8313 -1.7896
O 1.4561 -1.0600 -8.6306
O 5.6420 3.1373 -1.5826
O 6.8248 2.0180 0.2026
O -1.5636 4.0035 1.4430
O -2.9011 -6.4140 1.0751
O 4.7294 1.4708 -3.4788
O -3.7307 3.7464 0.1451
O -4.8590 -6.9411 -1.8065
O -0.2993 -0.4370 -6.4087
O 0.2502 4.9392 -0.4742
O 0.7882 -2.2681 -5.2590
O -1.8798 5.7357 -1.4332
O -4.3343 -8.3555 0.4157
N 4.5355 -5.1201 -5.0836
N 0.1273 2.6040 -5.6912
N 1.6420 0.9389 4.3236
N -2.3363 -7.7180 -1.0124
N 6.7190 0.7320 -2.2025
N -1.4705 3.2315 -1.2132
N 2.8834 -4.3758 3.7885
N 6.0174 -6.0083 -6.5359
N -5.2646 3.3769 -3.5248
N -3.9627 1.5620 -3.8844
N -0.2482 -2.7572 -7.5180
N 3.6896 0.9020 3.4835
N 2.1537 -7.7635 0.3897
N 2.0225 1.4495 -5.9864
N 0.2424 -2.2448 -1.1625
C 1.9738 4.5087 2.7986
C -8.4781 0.8628 -1.4654
C -1.7401 -4.2309 2.9552
C 5.3999 -6.1434 -5.2637
C 3.4664 4.4257 0.5532
C 2.8070 -8.7258 1.3910
C -5.8540 -0.2314 3.6355
C -4.4847 1.9764 -5.0896
C -4.3260 2.4894 -2.9531
C -5.9635 4.4137 -2.8643
C 3.1448 -6.9453 -0.5179
C -5.4975 -0.2116 0.7330
C -8.0338 -3.5940 0.0900
C 0.0328 6.4721 6.3332
C 3.2212 2.9775 0.0649
C -1.4000 -2.8404 3.5692
C 4.3670 -3.8878 -2.8644
C 3.7038 -4.8733 -3.8586
C -3.6924 -0.8377 -3.9420
C 2.3658 0.8798 3.1464
C 1.7464 1.4172 -4.6625
C 5.5466 -4.7660 -7.0432
C -0.1835 8.9347 0.6820
C 4.2648 2.1317 -6.6850
C 4.7083 -4.1739 -6.1034
C 3.8211 0.8770 4.8389
C -5.3384 3.0289 -4.8694
C 1.0019 -3.4774 -1.6419
C -6.4808 -3.5636 -0.2602
C 1.2077 9.0225 1.4165
C -0.0993 4.6800 8.0881
C 1.8439 7.7755 1.8324
C -0.8510 5.8305 7.3430
C 3.3386 4.7708 2.0331
C 3.1697 6.4225 4.7811
C 4.5250 6.2941 6.8218
C -7.0443 0.8666 -0.9062
C -5.7886 -2.8398 2.1728
C 1.4474 -6.6301 1.2486
C 0.1979 0.8720 4.4565
C 0.2867 5.5336 5.1326
C 2.5464 0.9185 5.3613
C 3.2577 0.9697 -6.5856
C 1.1800 -0.9890 -1.2094
C -6.9108 0.0609 0.4613
C 0.7412 -7.9659 -1.7779
C 0.5191 2.0454 -4.4849
C 0.9858 7.1368 2.9263
C -3.0345 0.4555 -3.6995
C 3.6733 5.5389 5.9323
C 4.7161 0.7092 2.4743
C -5.6374 2.3430 3.2735
C -1.0312 3.4281 -6.0049
C -0.3548 -2.3571 0.2229
C -3.2023 -1.3189 2.4591
C 0.9783 -8.4097 -0.3878
C -5.1821 1.0685 4.0928
C -4.7817 3.5967 3.6568
C 6.8514 -7.0283 -7.2067
C -0.9475 -2.0035 -2.0978
C 5.7882 6.8787 6.1352
C -5.5038 -3.6366 0.8753
C -2.5945 -1.9139 3.7456
C 0.5577 0.4110 -0.8413
C -0.5778 1.1457 3.0911
C 1.1274 2.2967 -6.5790
H 0.3555 0.5028 0.2258
H 0.4200 -4.3869 -1.4930
H 2.2042 2.6489 0.2787
H 4.4907 4.6439 0.2508
H -7.5175 0.7121 1.0906
H 4.0142 2.3845 0.5205
H -0.9982 -3.2367 0.2024
H 3.7272 0.2311 -5.9359
H -5.9940 4.0841 -1.8258
H -4.6014 -1.0575 -3.3821
H 6.6031 7.1765 6.7949
H 3.6861 5.8039 2.0247
H -6.7327 1.8557 -0.5706
H 6.3215 -7.9775 -7.1268
H 5.3705 -4.1821 -2.5572
H 3.2968 2.9484 -1.0221
H 0.5139 4.4814 5.3042
H -0.8898 -1.5077 0.6475
H 5.1002 1.8219 -7.3128
H -1.4206 -2.9555 -2.3386
H -7.4993 -0.8516 0.3649
H 1.4162 -3.3374 -2.6403
H -0.4866 7.3598 5.9722
H -2.8063 -0.3215 2.2686
H 4.1553 4.2400 2.5224
H -0.0448 1.7185 5.0989
H 0.5275 -2.6194 0.8067
H 5.8687 -4.4802 -8.0336
H -0.1500 8.0106 0.1049
H -6.1890 -2.6933 -0.8480
H -3.3381 -2.5384 4.2408
H -1.6976 -1.3892 -1.5997
H 1.0226 6.7981 6.6526
H 1.1415 2.4716 -7.6446
H 2.2804 0.9227 6.4080
H 3.9623 -6.5807 0.1040
H 1.8137 9.5403 0.6730
H 0.0243 2.3058 -3.5609
H -8.7672 0.1148 -2.2037
H -6.0104 3.6154 -5.4785
H 2.8233 5.1220 0.0151
H 6.1660 6.2567 5.3237
H -0.9121 8.5840 1.4130
H 1.0194 9.7395 2.2156
H 2.1705 -6.0847 1.8550
H -0.1492 -0.0842 4.8480
H -6.8587 -2.8057 2.3771
H -2.6976 0.3958 -2.6646
H -8.3811 -4.3821 0.7582
H -5.8377 -0.9565 4.4491
H 1.3729 1.1297 -0.9244
H -2.4431 -1.0180 4.3477
H 5.5766 7.7186 5.4734
H -8.7013 1.8835 -1.7761
H -0.6305 5.4294 4.5529
H 0.0085 6.8306 2.5532
H -0.5787 -1.4950 -2.9886
H -6.3799 -4.3992 -0.9529
H -0.0357 -8.5692 -2.2477
H -5.5770 2.2110 2.1933
H -0.6576 -2.4310 2.8841
H 3.7552 -4.0927 -1.9858
H -0.8642 -7.1018 -1.5244
H -1.8255 5.6196 6.9027
H -6.9309 4.4422 -3.3657
H -5.1001 -0.7553 -0.1240
H 0.9761 -5.8978 0.5931
H 1.6651 -0.9170 -2.1828
H -2.5008 -4.1351 2.1803
H 4.2287 0.4772 1.5273
H -4.9460 4.3050 2.8448
H 5.3678 -0.1332 2.7064
H -0.8169 -3.0519 4.4655
H -2.8583 -1.8948 1.5999
H 4.2895 -3.1930 -5.9337
H -0.3663 9.8595 0.1348
H -5.5127 5.4059 -2.8836
H -0.8652 1.6512 -1.5162
H 4.7565 2.3936 -5.7481
H -3.0173 -1.6700 -3.7429
H 3.6681 -8.1435 1.7190
H -5.4529 1.1756 5.1432
H -6.2118 0.5584 -1.5387
H -4.4886 -3.4785 0.5113
H -0.0690 1.9708 2.5926
H 1.5882 -7.7692 -2.4351
H 3.5911 -5.8596 -3.4084
H -8.4340 -2.6880 0.5450
H -0.3632 0.3122 2.4223
H 7.0003 -6.6334 -8.2117
H -8.5518 -3.8301 -0.8395
H -2.1676 0.6512 -4.3306
H 0.7440 7.9004 3.6656
H 3.6556 -7.6429 -1.1816
H 3.9074 6.7218 4.0365
H -9.1897 0.7823 -0.6437
H -1.3975 3.8785 -5.0823
H 1.8993 -3.4807 -1.0231
H -0.7983 4.2052 -6.7329
H 2.8592 7.9395 2.1935
H 3.0130 -9.6805 0.9070
H 3.9735 7.0060 7.4359
H 4.7927 5.5726 7.5937
H -5.1941 4.0046 4.5796
H -0.3635 4.4268 9.1149
H 1.9495 7.1615 0.9381
H 1.1711 4.4471 2.0638
H -4.2597 1.4525 -6.0069
H 1.9656 0.8760 2.1433
H -1.8285 2.7724 -6.3548
H 5.3227 1.6132 2.4214
H 2.7328 -4.5344 -4.2196
H 2.6402 -6.2048 -1.1385
H 2.0490 3.6112 3.4126
H -6.6803 2.5226 3.5344
H -1.0365 6.6235 8.0675
H -6.9062 0.0063 3.4785
H 7.8050 -7.1754 -6.6997
H -5.3920 -3.3808 3.0319
H 4.7886 0.7249 5.2942
H -0.1633 3.8113 7.4329
H 3.7874 2.9934 -7.1514
H -5.5346 -4.6934 1.1404
H 4.3738 4.8207 5.5062
H 2.8557 5.0663 6.4765
H 2.0381 -1.2000 -0.5713
H -1.6479 1.2790 3.2502
H 2.1244 -9.0196 2.1883
H 2.8670 7.3950 5.1693
H -4.1069 0.8900 4.0923
H -3.7329 3.3662 3.8441
H -4.9198 0.7116 0.6878
H 3.0144 0.4710 -7.5238
H -2.1002 -4.8864 3.7481
H 5.4395 -7.0139 -4.6256
H 0.9521 4.9528 8.1784
H 0.0963 -8.3328 0.2480
H 2.4012 0.8996 -3.9771
H -3.7500 -1.0912 -5.0005
H -3.9925 2.4097 -1.9290
H -0.9379 -4.8320 2.5272
H 1.3010 -9.4476 -0.4696
H 4.4456 -2.8626 -3.2260
H 0.7180 -6.9473 1.9939